[1]
Entry from the Open Molecules 2025 dataset: one molecule with the formula C4H9OP (wB97M-V/def2-TZVPD).

Each line ends with the Löwdin charge.
Geometry (Å):
C: 2.30776 -0.91205 -0.28235  -0.281
P: 0.86937 -0.03361 -0.06623  0.746
O: 1.23060 1.35657 0.65335  -0.227
C: -0.59431 -0.55659 0.99272  -0.260
C: -1.64976 0.22877 0.19406  -0.267
C: -0.78585 0.48342 -1.06306  -0.219
H: 3.17345 -0.42658 -0.74040  -0.032
H: 2.29023 -1.94245 -0.81921  0.010
H: 0.39557 1.82697 0.87647  0.082
H: -0.54248 -0.24099 1.97599  0.048
H: -0.68744 -1.65408 0.95389  0.090
H: -2.53130 -0.38988 -0.11944  0.111
H: -1.91044 1.16753 0.77140  0.114
H: -0.88716 -0.29010 -1.76005  0.046
H: -0.67823 1.38308 -1.56713  0.040

Forces on atoms 1 to 2 (eV/Å):
C -0.643 -1.440 -1.399
P -1.630 -0.194 0.062

Output
- structure (SMILES) = C=P1(O)CCC1
- LUMO (eV) = 0.7
- HOMO level (eV) = -7.60
- charge = 0
- frontier orbital gap (eV) = 8.32

=====

[2]
Entry from the Open Molecules 2025 dataset: C15H24N4ORuS5Si2 as an isolated structure (wB97M-V/def2-TZVPD).

Each line ends with the Mulliken spin population.
Geometry (Å):
Ru: 0.88513 -1.53955 0.30585  0.947
O: 4.80388 -1.20786 5.90305  0.000
C: 4.12140 -1.29773 4.91492  0.000
S: 4.59700 -0.67299 3.32719  0.001
C: 3.15424 -1.18224 2.47462  -0.018
C: 2.19965 -1.81164 3.18095  0.034
S: 0.73377 -2.39273 2.46473  -0.017
S: 2.51989 -2.05527 4.88596  0.004
S: 2.98425 -0.90704 0.76288  0.104
N: -1.21280 -0.96261 -4.59411  0.000
C: -0.04147 -0.84954 -3.88442  0.001
C: -0.07681 -0.96898 -2.48599  -0.005
N: 1.02524 -0.95505 -1.76034  -0.022
C: 2.18121 -0.71543 -2.41070  0.004
C: 2.18558 -0.51559 -3.77124  0.000
N: 1.08804 -0.60339 -4.52953  -0.003
H: -1.88693 -1.59997 -4.19077  0.000
H: -1.07295 -1.08731 -5.58409  0.000
H: -1.01900 -1.09635 -1.97623  0.004
H: 3.08834 -0.69604 -1.82497  -0.001
H: 3.11565 -0.29967 -4.28287  0.000
S: -2.28158 -3.98725 -2.26884  0.026
C: -1.27147 -3.37019 -1.15274  0.025
N: -0.53693 -2.86969 -0.39437  -0.041
C: -3.06871 0.73481 -0.13832  0.003
Si: -1.96979 -0.00947 1.20651  0.013
C: -2.67738 -1.72640 1.48300  0.003
C: -2.29924 0.89892 2.82558  0.003
C: -0.12538 0.20449 0.82236  -0.059
Si: 0.30114 1.82913 -0.01845  -0.002
C: -0.49345 3.24810 0.94699  -0.002
C: 2.12990 2.25806 -0.01629  0.008
C: -0.25441 2.05856 -1.81191  -0.001
H: -4.11177 0.64121 0.17830  0.000
H: -2.96948 0.18731 -1.08005  0.000
H: -2.87177 1.78870 -0.33963  -0.001
H: -3.61585 -1.60060 2.03284  -0.001
H: -2.02013 -2.36260 2.07469  0.000
H: -2.90473 -2.24344 0.55163  0.001
H: -3.36652 0.88435 3.06323  0.000
H: -1.96475 1.93564 2.81721  0.000
H: -1.77167 0.38089 3.63159  0.000
H: 0.25072 0.37507 1.84661  -0.005
H: -0.16858 3.23905 1.99036  0.000
H: -1.58424 3.22790 0.93646  0.000
H: -0.17185 4.19670 0.50733  0.000
H: 2.56961 2.16766 0.97870  -0.003
H: 2.23768 3.29527 -0.35048  0.002
H: 2.71126 1.62480 -0.68632  -0.001
H: -1.21837 1.60615 -2.04518  0.000
H: 0.48518 1.67047 -2.51599  0.000
H: -0.34074 3.13339 -1.99971  0.000

Forces on atoms 1 to 2 (eV/Å):
Ru -0.051 0.053 0.051
O 0.000 0.000 0.002

Output
- expectation value of S² = 0.758
- LUMO (alpha / beta) (eV) = 2.3 / 2.2
- HOMO level (alpha / beta) (eV) = -4.39 / -4.53
- charge = -1
- spin multiplicity = 2
- frontier orbital gap (alpha / beta) (eV) = 6.73 / 6.75

=====

| no. | E (eV) |
| --- | --- |
| 1 | -15627.982 |
| 2 | -96472.579 |